Record 1
The following is a quantum chemistry calculation of an isolated molecule of C2H5F2N3 at a distorted geometry, from OMol25.

Last column: Löwdin charge in e.
Positions of all 12 atoms, in Å:
C  -0.564  0.127  0.069  -0.50
C  1.720  0.555  0.123  -0.49
N  0.420  0.978  0.113  0.11
N  -1.851  0.582  0.157  0.12
N  -0.458  -1.250  -0.003  0.16
F  1.863  -0.388  -0.862  0.01
F  2.128  -0.093  1.253  0.06
H  2.303  1.423  -0.203  0.14
H  -1.999  1.512  -0.034  0.06
H  -2.617  -0.051  -0.285  0.14
H  0.416  -1.610  -0.152  0.05
H  -1.361  -1.784  -0.176  0.14

The LUMO energy is 0.700 eV. As for the spin multiplicity: 1. The strongest force on any atom comes out at 4.663 eV Å⁻¹. Its SMILES is NC(N)=NC(F)F.


Record 2
The following is a quantum chemistry calculation of a structure of composition C21H28IrN4O4PSi at a distorted geometry, from OMol25.

Last column: Löwdin charge in e.
Positions of all 60 atoms, in Å:
Ir  0.403  -0.727  0.127  0.87
O  -0.046  -1.102  2.308  -0.11
C  -0.575  -2.059  2.875  -0.14
C  -1.230  -3.189  2.289  -0.07
C  -1.758  -4.183  3.125  0.12
C  -2.390  -5.282  2.584  -0.04
C  -2.490  -5.463  1.196  0.08
C  -1.990  -4.509  0.357  0.10
C  -1.351  -3.322  0.847  -0.29
O  -0.943  -2.469  0.010  -0.10
N  -2.977  -6.309  3.481  -0.35
O  -3.505  -7.227  2.925  0.16
O  -2.852  -6.099  4.652  0.15
H  -0.554  -2.056  3.977  0.16
H  -1.683  -4.110  4.203  0.15
H  -2.970  -6.354  0.812  0.15
H  -2.061  -4.604  -0.715  0.15
C  -2.735  3.813  -0.262  -0.09
N  -1.323  3.877  -0.856  -0.06
C  -1.455  3.684  -2.369  -0.09
N  -2.136  2.479  -2.648  -0.15
C  -3.469  2.474  -2.069  -0.12
N  -3.357  2.599  -0.626  -0.15
C  -2.827  1.426  0.021  -0.27
P  -1.063  1.096  -0.541  0.91
C  -0.439  2.853  -0.257  -0.24
C  -1.383  1.283  -2.378  -0.28
H  -3.300  4.662  -0.660  0.16
H  -2.663  3.912  0.825  0.16
H  -0.933  4.808  -0.676  0.20
H  -0.454  3.683  -2.812  0.16
H  -2.019  4.534  -2.766  0.16
H  -3.992  1.554  -2.331  0.15
H  -4.044  3.314  -2.469  0.16
H  -3.448  0.561  -0.229  0.11
H  -2.856  1.559  1.107  0.11
H  0.566  2.951  -0.680  0.10
H  -0.364  3.033  0.821  0.11
H  -1.940  0.411  -2.729  0.11
H  -0.433  1.314  -2.918  0.10
C  2.707  -1.160  -2.541  -0.20
Si  2.698  -1.067  -0.615  0.56
C  3.745  -2.367  0.330  -0.18
C  3.593  0.681  -0.108  -0.20
C  2.832  1.546  0.650  -0.09
C  3.317  2.821  0.912  -0.01
C  4.569  3.179  0.446  0.04
C  5.332  2.287  -0.280  0.02
C  4.851  1.005  -0.553  0.00
H  3.732  -1.188  -2.901  0.04
H  2.205  -0.332  -3.034  0.02
H  2.227  -2.077  -2.869  0.03
H  4.771  -2.364  -0.033  0.04
H  3.338  -3.359  0.151  0.04
H  3.771  -2.200  1.405  0.04
H  1.864  1.235  1.048  0.06
H  2.727  3.507  1.499  0.13
H  4.968  4.159  0.681  0.15
H  6.316  2.559  -0.634  0.14
H  5.477  0.321  -1.104  0.13

The LUMO energy (alpha / beta) is -8.683 / -12.495 eV. The charge is +3. As for the spin multiplicity: 6. The strongest force on any atom comes out at 3.902 eV Å⁻¹.


Record 3
The following is a quantum chemistry calculation of a cluster of 2 separate species, CH6O2 in total at a distorted geometry, from OMol25.

Last column: Löwdin charge in e.
Positions of all 9 atoms, in Å:
C  1.001  -1.393  0.326  -0.13
O  1.238  0.008  0.664  -0.15
H  1.850  -2.026  0.543  0.07
H  0.175  -1.632  0.998  0.08
H  0.589  -1.332  -0.683  0.07
H  2.083  0.204  0.241  0.07
H  -2.644  0.730  -0.578  0.03
H  -1.148  1.176  -0.846  0.02
O  -2.071  1.435  -0.891  -0.06

The LUMO energy is 0.762 eV. As for the spin multiplicity: 1. The strongest force on any atom comes out at 2.603 eV Å⁻¹. Its SMILES is CO.O.


Record 4
The following is a quantum chemistry calculation of a structure of composition C29H40BrN8O2PReS at a distorted geometry, from OMol25.

Last column: Löwdin charge in e.
Positions of all 83 atoms, in Å:
Re  0.013  -0.022  -0.101  1.23
C  -5.130  -2.887  2.424  0.02
C  -3.665  -2.991  2.455  -0.30
N  -2.959  -3.849  3.108  0.16
N  -1.677  -3.577  2.838  0.06
C  -1.544  -2.532  2.002  -0.65
S  -0.027  -1.951  1.533  0.74
N  -2.829  -2.137  1.743  -0.04
N  -3.197  -1.062  0.947  0.14
H  -5.556  -3.594  3.128  0.10
H  -5.507  -3.106  1.425  0.10
H  -5.455  -1.887  2.704  0.09
H  -0.940  -4.139  3.241  0.18
H  -3.648  -1.380  0.088  0.11
H  -3.858  -0.466  1.446  0.12
Br  4.937  -3.152  -3.690  0.83
C  3.565  -2.340  -2.655  -0.64
C  3.888  -1.463  -1.625  -0.10
C  2.879  -0.842  -0.914  -0.12
C  1.521  -1.059  -1.189  -0.35
C  1.239  -1.973  -2.219  -0.10
C  2.230  -2.609  -2.938  -0.09
H  4.923  -1.264  -1.392  0.11
H  3.190  -0.167  -0.127  0.08
H  0.219  -2.191  -2.487  0.09
H  1.975  -3.302  -3.726  0.12
C  -2.502  -3.008  -1.850  -0.02
O  -1.598  -2.226  -1.048  -0.21
C  -1.554  -0.909  -1.216  -0.69
O  -2.307  -0.282  -1.920  -0.01
H  -2.955  -3.763  -1.211  0.10
H  -1.925  -3.507  -2.627  0.10
H  -3.261  -2.374  -2.307  0.10
C  -1.338  2.622  -2.489  -0.21
P  0.127  1.647  -2.000  0.86
C  0.531  0.904  -3.613  -0.19
C  1.493  2.813  -1.701  -0.38
C  2.802  2.374  -1.894  -0.10
C  3.867  3.229  -1.668  -0.05
C  3.638  4.521  -1.216  -0.05
C  2.339  4.952  -1.001  -0.07
C  1.268  4.109  -1.247  -0.11
H  -1.671  3.339  -1.746  0.03
H  -2.140  1.911  -2.685  0.04
H  -1.092  3.154  -3.407  0.07
H  0.740  1.708  -4.318  0.08
H  -0.331  0.336  -3.956  0.07
H  1.391  0.246  -3.548  0.04
H  2.983  1.370  -2.250  0.09
H  4.871  2.883  -1.857  0.12
H  4.463  5.195  -1.045  0.12
H  2.152  5.959  -0.658  0.12
H  0.263  4.483  -1.114  0.10
N  -3.269  -0.247  5.430  0.21
C  -2.972  0.481  4.600  -0.17
C  -2.625  1.237  3.453  -0.20
C  -3.324  2.373  3.043  0.04
C  -2.947  2.948  1.842  0.00
C  -1.951  2.354  1.085  -0.11
N  -1.309  1.247  1.455  -0.05
C  -1.607  0.737  2.641  -0.14
H  -4.130  2.780  3.635  0.14
H  -3.424  3.844  1.485  0.13
H  -1.642  2.784  0.145  0.08
H  -1.043  -0.122  2.978  0.07
C  0.846  4.081  3.615  -0.03
C  1.812  3.049  3.031  -0.62
C  3.101  3.729  2.555  -0.03
C  2.113  1.987  4.088  -0.03
N  1.083  2.427  1.913  -0.08
N  1.649  1.272  1.310  -0.03
H  1.301  4.579  4.466  0.10
H  -0.064  3.587  3.949  0.08
H  0.580  4.838  2.882  0.08
H  3.580  4.235  3.387  0.10
H  2.873  4.474  1.795  0.07
H  3.814  3.014  2.143  0.08
H  2.409  2.476  5.010  0.10
H  2.931  1.331  3.797  0.08
H  1.226  1.388  4.293  0.08
H  0.913  3.119  1.186  0.09
H  1.853  0.609  2.064  0.08
H  2.538  1.491  0.839  0.08

The LUMO energy (alpha / beta) is -8.440 / -7.817 eV. The charge is +2. As for the spin multiplicity: 2. The strongest force on any atom comes out at 1.942 eV Å⁻¹.